*A*
ORCA calculation (ωB97M-V/def2-TZVPD) on a 2-piece molecular cluster, C4H11NO2 overall.

Positions of all 18 atoms, in Å:
C (0.05, -1.17, -0.78)
N (0.45, 0.25, -0.72)
C (1.77, 0.44, -0.13)
C (-0.55, 1.18, -0.24)
C (-0.42, 2.48, -0.99)
O (-1.34, 3.23, -1.23)
H (-0.85, -1.30, -1.39)
H (0.91, -1.70, -1.17)
H (-0.27, -1.54, 0.21)
H (2.48, 0.74, -0.90)
H (2.16, -0.49, 0.30)
H (1.73, 1.21, 0.62)
H (-0.47, 1.37, 0.85)
H (-1.55, 0.81, -0.43)
H (0.60, 2.71, -1.37)
H (-2.11, -2.87, 1.88)
H (-0.83, -2.81, 2.75)
O (-1.77, -2.55, 2.74)

<S²>	0.7505
frontier orbital gap (alpha / beta)	0.094 / 0.320	hartree
total charge	-1
LUMO (alpha / beta)	0.1306 / 0.1260	Eh
multiplicity	2
HOMO energy (alpha / beta)	0.98 / -5.27	eV

Here are the Löwdin charges for atoms 1 to 2, given in e: number 1, C, carries -0.25; number 2, N, carries -0.29


*B*
ORCA calculation (ωB97M-V/def2-TZVPD) on a 2-piece molecular cluster, C4H11NO2 overall.

Positions of all 18 atoms, in Å:
C (1.34, -0.02, 0.78)
C (1.79, 0.70, -0.47)
C (0.30, -1.12, 0.71)
N (-0.87, -0.75, 0.13)
C (-1.91, -1.76, -0.05)
O (0.52, -2.24, 1.15)
H (0.91, 0.69, 1.51)
H (2.19, -0.40, 1.34)
H (2.00, 1.73, -0.16)
H (2.73, 0.40, -0.94)
H (1.07, 0.90, -1.25)
H (-1.17, 0.20, 0.29)
H (-2.85, -1.49, 0.44)
H (-1.56, -2.76, 0.13)
H (-2.20, -1.73, -1.10)
H (-1.01, 2.51, -1.60)
H (-0.27, 2.82, -0.26)
O (-1.02, 2.31, -0.64)

<S²>	0.7503
frontier orbital gap (alpha / beta)	0.110 / 0.356	hartree
total charge	-1
LUMO (alpha / beta)	0.1373 / 0.1306	Eh
multiplicity	2
HOMO energy (alpha / beta)	0.74 / -6.14	eV

Here are the Löwdin charges for atoms 1 to 2, given in e: number 1, C, carries -0.22; number 2, C, carries -0.22


*C*
ORCA calculation (ωB97M-V/def2-TZVPD) on a 2-piece molecular cluster, C4H11NO2 overall.

Positions of all 18 atoms, in Å:
C (3.44, 0.14, -0.60)
C (1.99, 0.12, -0.07)
N (1.07, -0.38, -1.06)
C (-0.06, -1.14, -0.58)
C (-1.01, -0.27, 0.22)
O (-1.89, -0.66, 1.08)
H (4.06, 0.47, 0.22)
H (3.43, 0.92, -1.38)
H (3.65, -0.76, -1.18)
H (1.66, 1.11, 0.24)
H (1.92, -0.59, 0.76)
H (1.20, -0.49, -2.05)
H (-0.68, -1.59, -1.38)
H (0.19, -1.96, 0.13)
H (-0.99, 0.80, -0.11)
H (-3.74, 2.23, 0.35)
H (-3.36, 0.86, 0.76)
O (-3.46, 1.75, 1.14)

<S²>	0.7538
frontier orbital gap (alpha / beta)	0.123 / 0.249	hartree
total charge	-1
LUMO (alpha / beta)	0.1391 / 0.1380	Eh
multiplicity	2
HOMO energy (alpha / beta)	0.43 / -3.02	eV

Here are the Löwdin charges for atoms 1 to 2, given in e: number 1, C, carries -0.11; number 2, C, carries -0.31


*D*
ORCA calculation (ωB97M-V/def2-TZVPD) on a 3-piece molecular cluster, C4H11NO2 overall.

Positions of all 18 atoms, in Å:
N (-0.49, -0.59, 0.95)
C (0.51, 0.38, 0.68)
C (0.76, 1.60, 1.27)
C (2.30, 0.40, -1.16)
C (1.59, -0.17, -0.12)
H (-0.57, -0.83, 1.94)
H (-0.48, -1.42, 0.39)
H (1.46, 2.27, 0.75)
H (0.22, 2.12, 2.05)
H (2.58, -0.14, -2.07)
H (2.17, 1.45, -1.43)
H (1.61, -1.26, -0.05)
H (-3.70, -0.31, 2.22)
H (-2.90, -0.01, 0.99)
O (-3.62, -0.61, 1.30)
H (-0.12, -0.62, -3.17)
H (-1.09, -1.01, -2.08)
O (-0.25, -1.27, -2.47)

<S²>	0.7628
frontier orbital gap (alpha / beta)	0.120 / 0.224	hartree
total charge	-1
LUMO (alpha / beta)	0.1345 / 0.1327	Eh
multiplicity	2
HOMO energy (alpha / beta)	0.40 / -2.49	eV

Here are the Löwdin charges for atoms 1 to 2, given in e: number 1, N, carries 0.02; number 2, C, carries -0.51


It is *B* that is the most stable of them.


*A*
ORCA calculation (ωB97M-V/def2-TZVPD) on a single C3H5NO4 molecule.

Positions of all 13 atoms, in Å:
O (3.55, 1.67, 0.13)
N (2.59, 1.96, 0.75)
O (2.48, 2.71, 1.70)
O (1.45, 1.24, 0.46)
C (1.20, 0.12, -0.45)
C (-0.36, -0.14, -0.35)
C (-1.15, 0.75, 0.55)
O (-1.20, 0.87, -0.82)
H (1.38, 0.30, -1.58)
H (1.62, -0.91, -0.10)
H (-0.64, -1.23, -0.69)
H (-2.10, 0.34, 1.14)
H (-0.57, 1.58, 1.11)

frontier orbital gap	0.403	hartree
LUMO	0.0148	Eh
SMILES string	O=[N+]([O-])OC[C@H]1CO1
HOMO energy	-10.57	eV

Here are the Löwdin charges for atoms 1 to 2, given in e: number 1, O, carries 0.14; number 2, N, carries -0.42


*B*
ORCA calculation (ωB97M-V/def2-TZVPD) on C3H5NO4 as an isolated structure.

Positions of all 13 atoms, in Å:
C (-0.25, 0.13, 0.33)
C (0.95, -0.42, -0.22)
C (-1.55, -0.31, -0.30)
H (0.93, 2.10, -0.31)
H (-1.25, 1.87, -0.10)
H (0.19, -0.24, 1.43)
H (2.74, -0.12, -0.27)
H (-0.59, -2.19, -0.05)
N (-0.17, 1.64, 0.50)
O (1.76, 0.42, -0.75)
O (1.34, -1.55, 0.23)
O (-1.56, -1.67, -0.09)
O (-2.54, 0.34, -0.40)

frontier orbital gap	0.343	hartree
LUMO	-0.0213	Eh
HOMO energy	-9.91	eV

Here are the Löwdin charges for atoms 1 to 2, given in e: number 1, C, carries -0.31; number 2, C, carries -0.61


It is *B* that is the most stable of them.


*A*
ORCA calculation (ωB97M-V/def2-TZVPD) on C3H5NO4 as an isolated structure.

Positions of all 13 atoms, in Å:
C (0.65, -1.20, -0.18)
N (-1.02, 1.15, 0.06)
C (0.10, 0.67, 0.76)
C (-0.13, -0.59, 1.46)
O (-0.66, 1.69, -1.20)
O (-0.25, -1.31, -1.22)
O (1.08, 1.37, 1.02)
O (-0.10, -1.26, 2.42)
H (-0.23, 2.53, -0.98)
H (-0.11, -0.59, -1.84)
H (-1.80, 0.51, -0.07)
H (1.62, -0.77, -0.45)
H (0.83, -2.19, 0.23)

frontier orbital gap	0.312	hartree
LUMO	-0.0119	Eh
HOMO energy	-8.80	eV

Here are the Löwdin charges for atoms 1 to 2, given in e: number 1, C, carries -0.13; number 2, N, carries 0.02


*B*
ORCA calculation (ωB97M-V/def2-TZVPD) on a single C3H5NO4 molecule.

Positions of all 13 atoms, in Å:
O (2.27, 1.66, -0.10)
N (2.13, 0.45, -0.30)
O (3.07, -0.29, -0.48)
C (0.82, -0.07, 0.04)
O (0.71, -1.74, -0.40)
C (-0.25, 0.56, 0.43)
C (-1.62, -0.04, 0.49)
O (-2.49, 0.47, -0.50)
H (1.56, -2.01, -0.14)
H (-0.16, 1.58, 0.52)
H (-2.27, 0.29, 1.34)
H (-1.79, -1.12, 0.41)
H (-1.99, 0.26, -1.31)

frontier orbital gap	0.353	hartree
LUMO	-0.0487	Eh
SMILES string	O=[N+]([O-])/C(O)=C/CO
HOMO energy	-10.93	eV

Here are the Löwdin charges for atoms 1 to 2, given in e: number 1, O, carries 0.08; number 2, N, carries -0.35


*C*
ORCA calculation (ωB97M-V/def2-TZVPD) on C3H5NO4 as an isolated structure.

Positions of all 13 atoms, in Å:
C (0.15, -0.56, 0.51)
C (-1.28, -0.34, 0.93)
C (0.41, 1.71, -0.75)
H (2.26, 0.16, -1.38)
H (0.40, -1.78, 0.38)
H (1.18, -0.03, 1.35)
H (-2.08, -2.81, -0.13)
H (-0.79, 2.25, -0.63)
N (0.37, 0.22, -0.87)
O (1.81, -0.52, -0.72)
O (-2.25, -1.73, 0.90)
O (-1.53, 1.03, 1.45)
O (1.35, 2.39, -1.04)

frontier orbital gap	0.323	hartree
LUMO	-0.0661	Eh
HOMO energy	-10.59	eV

Here are the Löwdin charges for atoms 1 to 2, given in e: number 1, C, carries -0.20; number 2, C, carries -0.12


It is *A* that is the most stable of them.


*A*
ORCA calculation (ωB97M-V/def2-TZVPD) on a single C2H2N4O molecule.

Positions of all 9 atoms, in Å:
H (-0.75, 2.35, 0.35)
N (-0.90, 1.39, 0.85)
C (-0.20, 0.58, 0.29)
C (-0.28, -0.80, 0.65)
N (0.20, -1.87, 0.00)
O (0.98, -1.48, -1.20)
N (0.90, -0.16, -1.60)
N (0.69, 0.90, -0.94)
H (-0.63, -0.91, 1.60)

frontier orbital gap	0.342	hartree
LUMO	-0.0254	Eh
SMILES string	[H]/N=c1/cnonn1
HOMO energy	-9.99	eV

Here are the Löwdin charges for atoms 1 to 2, given in e: number 1, H, carries 0.12; number 2, N, carries 0.17


*B*
ORCA calculation (ωB97M-V/def2-TZVPD) on a single C2H2N4O molecule.

Positions of all 9 atoms, in Å:
N (1.31, -0.24, 0.08)
N (1.11, 0.68, -0.79)
N (0.45, -0.73, 0.91)
C (-0.86, -0.39, 0.84)
C (-1.20, 0.08, -0.61)
O (-1.64, -0.25, 1.73)
N (-1.83, 0.27, -1.55)
H (2.04, -0.92, -0.19)
H (0.61, 1.50, -0.43)

frontier orbital gap (alpha / beta)	0.325 / 0.325	hartree
LUMO (alpha / beta)	-0.0620 / -0.0619	Eh
HOMO energy (alpha / beta)	-10.53 / -10.53	eV

Here are the Löwdin charges for atoms 1 to 2, given in e: number 1, N, carries -0.13; number 2, N, carries 0.12


It is *B* that is the most stable of them.


*A*
ORCA calculation (ωB97M-V/def2-TZVPD) on a single C2H2N4O molecule.

Positions of all 9 atoms, in Å:
O (2.18, -0.32, -1.40)
C (1.65, 0.12, -0.49)
N (0.21, 0.12, -0.24)
N (-0.21, 0.30, 0.98)
C (-1.44, -0.17, 0.87)
N (-1.81, -0.30, -0.45)
N (-0.67, -0.22, -1.19)
H (2.25, 0.56, 0.20)
H (-2.14, -0.09, 1.73)

frontier orbital gap	0.404	hartree
LUMO	-0.0102	Eh
SMILES string	O=Cn1ncnn1
HOMO energy	-11.26	eV

Here are the Löwdin charges for atoms 1 to 2, given in e: number 1, O, carries 0.16; number 2, C, carries -0.24


*B*
ORCA calculation (ωB97M-V/def2-TZVPD) on a single C2H2N4O molecule.

Positions of all 9 atoms, in Å:
O (2.24, -0.06, 0.25)
C (1.04, -0.12, -0.15)
N (0.18, -1.18, -0.13)
C (-0.99, -1.02, -0.09)
N (-1.80, 0.00, 0.16)
N (-1.09, 1.10, 0.14)
N (0.19, 1.12, -0.21)
H (-1.40, -1.96, 0.18)
H (0.75, 2.07, -0.35)

frontier orbital gap	0.341	hartree
LUMO	-0.0326	Eh
SMILES string	O=c1ncnn[nH]1
HOMO energy	-10.16	eV

Here are the Löwdin charges for atoms 1 to 2, given in e: number 1, O, carries 0.05; number 2, C, carries -0.39


It is *A* that is the most stable of them.


*A*
ORCA calculation (ωB97M-V/def2-TZVPD) on a single C2H2N4O molecule.

Positions of all 9 atoms, in Å:
C (-1.10, 0.63, 0.08)
C (-0.74, -0.76, -0.04)
N (-0.15, 1.47, 0.02)
N (0.49, -1.12, 0.04)
N (0.84, 2.00, -0.05)
N (1.62, -0.82, -0.34)
O (2.67, -0.88, 0.25)
H (-2.12, 0.96, 0.17)
H (-1.51, -1.50, -0.15)

frontier orbital gap (alpha / beta)	0.294 / 0.294	hartree
LUMO (alpha / beta)	-0.0076 / -0.0076	Eh
HOMO energy (alpha / beta)	-8.20 / -8.20	eV

Here are the Löwdin charges for atoms 1 to 2, given in e: number 1, C, carries -0.13; number 2, C, carries -0.11


*B*
ORCA calculation (ωB97M-V/def2-TZVPD) on a single C2H2N4O molecule.

Positions of all 9 atoms, in Å:
O (0.51, -2.53, 0.86)
C (0.95, -1.16, 0.73)
C (0.06, -0.21, 0.07)
N (0.86, 0.64, -0.64)
N (-0.01, 1.71, -0.91)
N (-1.20, 1.57, -0.48)
N (-1.11, 0.26, 0.13)
H (2.06, -0.78, 0.80)
H (-2.01, 0.06, 0.89)

frontier orbital gap	0.349	hartree
LUMO	-0.0598	Eh
SMILES string	O=Cc1nnn[nH]1
HOMO energy	-11.13	eV

Here are the Löwdin charges for atoms 1 to 2, given in e: number 1, O, carries -0.09; number 2, C, carries -0.01


It is *B* that is the most stable of them.